DFT (ωB97M-V/def2-TZVPD) results for a structure of composition C22H38MgP2 in a non-equilibrium geometry.

Results
- DFT total energy: -47440.96594 eV
- Multiplicity: 1
- LUMO: -0.0068 Ha
- Relative energy (zero: lowest compared OMol25 entry of this formula, charge and spin): 170.3 kcal per mole
- Largest force on an atom: 3.3 eV Å⁻¹
- Net charge: 0

CARTESIAN COORDINATES (ANGSTROEM)
P 0.343 -2.074 -1.760
P 0.455 2.288 -1.559
C 0.241 -0.610 -2.920
C 0.897 0.788 -2.603
H -0.712 -0.756 -3.638
H 1.013 -0.998 -3.488
H 1.919 0.525 -2.257
H 1.074 1.228 -3.612
C -1.130 2.814 -2.637
H -1.550 3.584 -1.964
H -2.048 2.587 -3.247
H -0.481 3.333 -3.369
C 1.649 3.658 -2.139
H 1.338 4.071 -3.102
H 2.688 3.315 -2.210
H 1.615 4.480 -1.408
C -0.775 -3.315 -2.349
H -0.762 -4.174 -1.655
H -0.459 -3.669 -3.339
H -1.804 -2.921 -2.429
C 2.037 -2.493 -2.258
H 2.611 -1.567 -2.337
H 1.986 -2.974 -3.240
H 2.446 -3.166 -1.512
Mg -1.810 0.555 -3.618
C 0.041 1.594 -5.590
C -1.310 1.476 -5.412
C -2.181 0.855 -6.486
C -1.705 -0.576 -6.765
C -0.961 -1.201 -5.642
C 0.401 -1.284 -5.642
C 1.243 -0.477 -6.552
C 0.768 1.020 -6.735
C 0.200 -1.736 -0.020
H 0.614 2.302 -4.975
H -1.895 2.210 -4.815
H -2.163 1.440 -7.418
H -3.228 0.841 -6.140
H -2.585 -1.195 -7.006
H -1.110 -0.588 -7.696
H -1.601 -1.739 -4.906
H 0.930 -2.095 -5.139
H 1.279 -0.953 -7.552
H 2.296 -0.487 -6.217
H 1.691 1.601 -6.885
H 0.228 1.072 -7.693
H 0.119 -0.649 0.150
H 1.019 -2.057 0.606
H -0.677 -2.188 0.452
C -1.945 1.217 0.618
C -1.300 0.960 1.857
C -1.973 0.158 2.858
C -1.500 0.148 4.166
C -0.296 0.817 4.497
C 0.414 1.506 3.516
C -0.045 1.565 2.212
H -2.797 0.587 0.273
H -1.793 2.193 0.106
H -2.916 -0.337 2.582
H -2.079 -0.376 4.934
H 0.053 0.789 5.529
H 1.318 2.037 3.778
H 0.493 2.115 1.426

Force components x, y, z for each atom (eV/Å):
P 0.47 2.15 -0.53
P -1.94 -0.97 0.42
C -1.52 0.06 1.24
C 1.48 0.25 -0.76
H 2.63 -0.29 2.04
H 1.04 -0.43 -1.60
H -0.32 0.11 0.02
H 0.00 -0.68 0.70
C 1.18 2.49 0.34
H 0.19 -0.11 -0.27
H 0.94 -0.68 1.39
H -0.88 0.28 -0.06
C -0.49 -0.50 -0.53
H 0.24 0.00 -0.09
H -0.22 -0.11 0.05
H -0.15 -0.48 -0.05
C -0.56 -0.81 -0.08
H -0.07 0.33 -0.26
H -0.05 0.17 0.18
H 0.43 -0.04 0.16
C -0.38 -0.57 0.60
H 0.03 -0.24 0.21
H 0.11 0.02 0.20
H 0.45 -0.14 -0.09
Mg -2.21 -0.09 1.84
C -0.25 1.19 0.69
C -1.03 1.69 -1.62
C -0.33 -0.04 0.03
C -0.73 0.14 -1.08
C 0.72 -1.77 -0.07
C -1.57 -0.53 -0.47
C 0.57 0.67 -0.86
C 1.33 -1.15 -0.82
C -0.34 0.43 0.86
H -0.42 -0.19 -0.32
H 1.07 -0.10 -1.08
H 0.12 0.07 0.11
H 0.43 0.01 -0.06
H 0.21 0.05 0.19
H -0.05 -0.07 0.52
H 0.69 -0.10 -0.86
H -0.25 0.26 0.41
H 0.03 0.11 0.18
H -0.43 0.09 0.06
H -0.30 -0.06 -0.04
H -0.07 0.20 0.44
H -0.33 -0.05 -0.23
H 0.63 -0.36 -0.26
H -0.19 0.15 -0.39
C 0.09 -0.21 -1.19
C -0.77 0.05 -0.20
C 0.71 0.28 0.13
C 0.38 -0.03 -0.61
C -0.52 -0.33 0.47
C -0.29 -0.15 -0.09
C -0.55 -0.12 -0.24
H 0.43 0.80 0.58
H -0.06 -1.00 0.39
H 0.41 0.32 0.20
H 0.31 0.15 -0.18
H -0.01 0.09 -0.23
H 0.19 -0.03 0.08
H -0.25 -0.17 0.50

The computed natural (NBO) charges, all in e, follow: number 1, P, carries 1.57; number 2, P, carries 0.91; number 3, C, carries -0.82; number 4, C, carries -0.79; number 5, H, carries 0.21; number 6, H, carries 0.25; number 7, H, carries 0.22; number 8, H, carries 0.25; number 9, C, carries -1.08; number 10, H, carries 0.27; number 11, H, carries 0.23; number 12, H, carries 0.22; number 13, C, carries -0.96; number 14, H, carries 0.22; number 15, H, carries 0.24; number 16, H, carries 0.25; number 17, C, carries -1.00; number 18, H, carries 0.27; number 19, H, carries 0.27; number 20, H, carries 0.29; number 21, C, carries -0.95; number 22, H, carries 0.26; number 23, H, carries 0.25; number 24, H, carries 0.25; number 25, Mg, carries 0.73; number 26, C, carries -0.30; number 27, C, carries -0.48; number 28, C, carries -0.45; number 29, C, carries -0.45; number 30, C, carries -0.27; number 31, C, carries -0.25; number 32, C, carries -0.45; number 33, C, carries -0.43; number 34, C, carries -1.04; number 35, H, carries 0.20; number 36, H, carries 0.20; number 37, H, carries 0.20; number 38, H, carries 0.22; number 39, H, carries 0.23; number 40, H, carries 0.20; number 41, H, carries 0.21; number 42, H, carries 0.18; number 43, H, carries 0.21; number 44, H, carries 0.21; number 45, H, carries 0.22; number 46, H, carries 0.21; number 47, H, carries 0.34; number 48, H, carries 0.27; number 49, H, carries 0.29; number 50, C, carries -0.80; number 51, C, carries -0.05; number 52, C, carries -0.29; number 53, C, carries -0.20; number 54, C, carries -0.35; number 55, C, carries -0.19; number 56, C, carries -0.33; number 57, H, carries 0.18; number 58, H, carries 0.18; number 59, H, carries 0.20; number 60, H, carries 0.20; number 61, H, carries 0.20; number 62, H, carries 0.19; number 63, H, carries 0.20



DFT (ωB97M-V/def2-TZVPD) results for a structure of composition C22H38N3PtSi2 in a non-equilibrium geometry.

Results
- DFT total energy: -46894.59242 eV
- Multiplicity: 3
- LUMO (alpha / beta): -0.0951 / -0.1347 Ha
- Relative energy (zero: lowest compared OMol25 entry of this formula, charge and spin): 0.0 kcal per mole
- Largest force on an atom: 3.3 eV Å⁻¹
- Net charge: +1

CARTESIAN COORDINATES (ANGSTROEM)
Pt -0.774 -1.601 1.339
C 4.330 -1.394 -1.100
C 3.062 -1.927 -1.380
C 1.979 -1.766 -0.587
C 2.114 -0.853 0.555
C 0.924 -0.491 1.335
C 1.076 0.585 2.227
C 2.223 1.343 2.280
C 3.300 1.037 1.517
C 3.283 -0.160 0.708
C 4.440 -0.476 -0.081
H 5.139 -1.618 -1.793
H 2.907 -2.539 -2.248
H 0.963 -2.187 -0.709
H 0.226 0.915 2.855
H 2.316 2.296 2.829
H 4.304 1.515 1.653
H 5.290 0.170 0.133
C -1.348 0.948 -1.372
Si -2.677 0.322 -0.255
C -2.580 1.402 1.276
C -4.401 0.647 -0.935
C -2.413 -1.519 -0.029
Si -3.739 -2.428 0.853
C -4.005 -1.669 2.594
C -3.185 -4.234 1.113
C -5.297 -2.459 -0.187
H -1.542 1.974 -1.684
H -1.019 0.399 -2.228
H -0.534 1.018 -0.608
H -2.373 2.416 0.890
H -1.805 1.126 2.061
H -3.527 1.498 1.794
H -4.411 1.761 -0.986
H -5.070 0.401 -0.156
H -4.776 0.256 -1.892
H -2.115 -2.016 -0.945
H -4.396 -0.612 2.485
H -2.999 -1.642 3.178
H -4.703 -2.240 3.177
H -2.808 -4.501 2.151
H -2.445 -4.446 0.277
H -3.968 -4.984 0.865
H -5.978 -1.616 -0.059
H -5.874 -3.370 0.020
H -5.071 -2.536 -1.260
N 3.014 1.734 -2.393
C 4.134 2.546 -1.804
C 3.592 3.896 -1.396
N 2.426 3.910 -0.511
C 1.354 3.127 -1.058
C 1.774 1.756 -1.509
H 3.262 0.745 -2.501
H 2.951 2.117 -3.386
H 5.020 2.635 -2.491
H 4.573 2.030 -0.931
H 3.270 4.502 -2.291
H 4.444 4.500 -0.968
H 2.690 3.792 0.454
H 0.836 3.707 -1.874
H 0.680 3.009 -0.207
H 1.021 1.247 -2.033
H 2.143 1.246 -0.626
N 0.372 -4.427 1.977
C -0.127 -3.445 1.699
H 0.529 -5.373 2.173

Force components x, y, z for each atom (eV/Å):
Pt -0.14 -0.35 -0.31
C 0.50 1.16 0.07
C -0.75 -1.23 -0.65
C -0.44 1.38 2.27
C -3.00 -1.11 -0.91
C 1.47 0.55 0.57
C -2.23 -0.92 -0.40
C 1.45 2.06 0.01
C 1.86 -1.58 0.09
C 1.77 1.56 0.29
C -0.67 0.14 -0.06
H 0.02 0.05 0.34
H 0.33 -0.31 -0.40
H 0.92 0.10 -0.37
H 0.52 -0.37 -0.42
H -0.48 -0.75 0.19
H -1.15 -0.06 -0.21
H 0.32 -0.62 -0.25
C 0.78 1.05 1.14
Si -0.77 -0.86 -0.60
C 0.88 0.10 0.67
C 0.86 1.38 -0.70
C 0.68 0.76 0.57
Si -0.42 -0.93 1.31
C 1.43 1.22 -0.42
C 0.28 -0.95 -0.58
C -0.43 -0.43 -0.36
H -0.12 0.13 -0.05
H 0.04 -0.66 -0.41
H -0.18 -0.14 -0.72
H 0.18 -0.23 0.26
H -0.84 0.36 -1.09
H -0.29 -0.17 0.12
H -0.22 -0.52 -0.17
H -1.03 -0.35 0.82
H 0.42 -0.05 0.36
H -0.02 -0.06 -0.33
H 0.46 -1.06 0.34
H -1.60 0.05 -0.94
H -0.41 -0.28 0.29
H -0.14 0.44 -1.41
H -0.28 0.16 1.28
H 0.07 0.60 0.39
H 0.13 0.02 0.06
H 0.08 0.16 0.21
H 0.13 0.18 0.18
N 0.74 0.86 -1.61
C 1.42 -0.26 0.60
C 0.12 2.22 -0.19
N 1.70 0.39 -0.99
C -0.57 0.97 0.19
C 1.34 0.61 0.33
H 0.24 0.04 0.18
H -0.75 -0.59 1.54
H -1.21 -0.09 0.12
H -0.73 -0.01 -0.29
H 0.42 -0.70 0.40
H -0.92 -0.69 -0.24
H -0.39 -0.47 0.11
H 0.42 -0.50 0.70
H -0.47 -0.27 -0.48
H -0.89 -0.82 -0.48
H -0.38 -0.38 -0.12
N 0.91 -1.75 0.39
C -1.28 2.80 -0.44
H 0.33 -0.98 0.22

The computed natural (NBO) charges, all in e, follow: number 1, Pt, carries 0.65; number 2, C, carries -0.23; number 3, C, carries -0.26; number 4, C, carries -0.17; number 5, C, carries -0.11; number 6, C, carries -0.27; number 7, C, carries -0.21; number 8, C, carries -0.24; number 9, C, carries -0.24; number 10, C, carries -0.09; number 11, C, carries -0.20; number 12, H, carries 0.23; number 13, H, carries 0.22; number 14, H, carries 0.24; number 15, H, carries 0.21; number 16, H, carries 0.22; number 17, H, carries 0.22; number 18, H, carries 0.21; number 19, C, carries -1.15; number 20, Si, carries 1.67; number 21, C, carries -1.13; number 22, C, carries -1.11; number 23, C, carries -1.40; number 24, Si, carries 1.65; number 25, C, carries -1.11; number 26, C, carries -1.13; number 27, C, carries -1.12; number 28, H, carries 0.24; number 29, H, carries 0.23; number 30, H, carries 0.22; number 31, H, carries 0.24; number 32, H, carries 0.24; number 33, H, carries 0.25; number 34, H, carries 0.23; number 35, H, carries 0.23; number 36, H, carries 0.25; number 37, H, carries 0.25; number 38, H, carries 0.23; number 39, H, carries 0.23; number 40, H, carries 0.25; number 41, H, carries 0.24; number 42, H, carries 0.23; number 43, H, carries 0.25; number 44, H, carries 0.24; number 45, H, carries 0.25; number 46, H, carries 0.24; number 47, N, carries -0.52; number 48, C, carries -0.26; number 49, C, carries -0.26; number 50, N, carries -0.62; number 51, C, carries -0.25; number 52, C, carries -0.25; number 53, H, carries 0.45; number 54, H, carries 0.43; number 55, H, carries 0.24; number 56, H, carries 0.24; number 57, H, carries 0.20; number 58, H, carries 0.24; number 59, H, carries 0.39; number 60, H, carries 0.20; number 61, H, carries 0.25; number 62, H, carries 0.24; number 63, H, carries 0.26; number 64, N, carries -0.61; number 65, C, carries 0.29; number 66, H, carries 0.46